# C28H43InN4O3SSbSe3

A molecular structure, C28H43InN4O3SSbSe3 at a distorted geometry (ωB97M-V/def2-TZVPD, the OMol25 dataset).

**Net charge**: -1
**Gap between HOMO and LUMO**: 6.5 eV
**E_tot**: -9570.41517 Ha
**E_LUMO**: 0.0867 Eh

Positions of all 84 atoms, in Å:
Sb1 4.410 -1.461 -2.966
In1 0.005 -0.235 0.436
Se1 -2.704 0.102 -0.536
Se2 -0.032 1.746 2.354
Se3 0.188 -2.377 -1.367
S1 1.480 0.686 -1.699
O1 2.190 -0.496 0.966
O2 -1.438 -0.830 -3.431
O3 -4.311 -4.364 -1.644
N1 -0.202 -1.694 2.219
N2 -0.610 1.935 -2.907
N3 0.124 -2.495 4.279
N4 1.447 1.947 -3.993
C1 -0.729 4.188 0.354
C2 -2.637 2.547 3.296
C3 0.698 1.567 -2.934
C4 5.255 0.214 -1.826
C5 -2.826 4.812 1.663
C6 -1.234 -2.598 4.034
C7 -1.652 2.821 2.297
C8 -1.776 3.912 1.412
C9 4.224 -1.646 4.463
C10 -3.759 -3.638 -2.738
C11 3.012 -2.258 4.113
C12 -1.616 -3.197 -1.352
C13 -2.454 1.420 4.260
C14 -2.799 -2.563 -2.166
C15 3.953 -0.184 2.536
C16 -3.600 -1.590 -1.351
C17 -4.965 5.552 2.710
C18 6.241 -1.978 -4.136
C19 -3.749 3.377 3.414
C20 0.740 -1.975 3.155
C21 4.148 -3.055 -1.501
C22 0.874 2.729 -5.103
C23 -2.329 -1.890 -3.472
C24 2.723 -0.810 2.118
C25 -3.845 4.537 2.610
C26 -1.431 -2.107 2.780
C27 2.197 -1.771 3.064
C28 4.650 -0.562 3.673
H1 -5.887 5.082 2.475
H2 -3.255 -1.451 -3.895
H3 -1.511 1.499 4.885
H4 2.711 -3.156 4.586
H5 -3.223 -4.415 -3.309
H6 2.330 1.464 -4.115
H7 0.243 2.156 -5.766
H8 4.515 0.556 -1.147
H9 6.160 -0.302 -1.467
H10 -5.147 -3.868 -1.426
H11 4.989 -3.681 -1.718
H12 4.293 0.610 1.891
H13 -1.393 -4.102 -1.914
H14 -4.077 -2.076 -0.476
H15 -1.051 2.121 -3.806
H16 4.202 -2.703 -0.455
H17 -0.104 5.091 0.656
H18 -1.918 -3.512 -0.348
H19 -4.465 3.209 4.198
H20 -1.897 -2.690 -4.119
H21 -3.340 1.490 4.942
H22 -1.208 1.428 -2.278
H23 -0.058 3.296 0.219
H24 1.726 3.037 -5.679
H25 0.430 3.585 -4.631
H26 0.580 -2.697 5.163
H27 -2.351 0.405 3.808
H28 6.312 -3.068 -4.271
H29 -1.223 4.389 -0.608
H30 -1.951 -2.962 4.747
H31 6.159 -1.499 -5.142
H32 -0.663 -0.994 -2.870
H33 -4.557 -3.172 -3.393
H34 7.066 -1.545 -3.551
H35 4.748 -2.027 5.332
H36 -2.962 5.627 0.925
H37 -4.748 6.326 1.958
H38 5.557 0.994 -2.504
H39 3.169 -3.567 -1.690
H40 5.628 -0.099 3.819
H41 -5.026 6.047 3.714
H42 -2.293 -2.059 2.123
H43 -4.371 -1.084 -1.946

# C28H43N3O4

3 unconnected molecules or ions with the total composition C28H43N3O4 at a distorted geometry (ωB97M-V/def2-TZVPD, the OMol25 dataset).

**Net charge**: 0
**Gap between HOMO and LUMO**: 10.0 eV
**E_tot**: -1557.84615 Ha
**Structure (SMILES)**: CCCC[C@H]1C(=O)N[C@@](COO)(N(C)C(C)=O)[C@H]1CCCCN.c1ccccc1.c1ccccc1
**E_LUMO**: 0.0245 Eh

Positions of all 78 atoms, in Å:
O1 0.521 1.674 -1.455
O2 -1.000 2.618 2.081
O3 -3.312 -0.631 2.628
O4 0.222 2.944 1.467
N1 -1.493 1.480 -0.418
N2 -5.546 -3.744 0.708
N3 -3.358 0.827 0.850
C1 4.258 6.903 0.613
C2 -4.685 -3.152 -0.318
C3 0.658 -1.401 -1.106
C4 -0.232 1.018 -0.818
C5 -3.922 -0.083 1.765
C6 -0.054 -0.373 -0.231
C7 5.473 -1.863 -2.527
C8 -5.417 -0.331 1.647
C9 5.778 -3.017 -3.236
C10 3.899 7.267 1.903
C11 -1.135 1.214 2.025
C12 4.920 -3.468 -4.230
C13 3.756 -2.767 -4.514
C14 -3.841 2.173 1.208
C15 3.641 5.821 -0.001
C16 -2.354 -2.715 -1.044
C17 1.046 -2.612 -0.241
C18 2.259 -2.357 0.656
C19 2.660 5.108 0.674
C20 -1.879 0.719 0.787
C21 3.455 -1.610 -3.808
C22 2.297 5.475 1.963
C23 -1.502 -0.691 0.281
C24 2.921 6.551 2.580
C25 -2.276 -1.189 -0.937
C26 1.861 -2.080 2.129
C27 -3.221 -3.363 0.042
C28 4.313 -1.158 -2.816
H1 -0.020 3.666 0.871
H2 3.085 -3.121 -5.286
H3 -4.913 -2.096 -0.422
H4 5.159 -4.367 -4.784
H5 -3.314 2.960 0.688
H6 -1.450 2.485 -0.314
H7 -4.878 -3.609 -1.293
H8 0.099 -1.681 -1.992
H9 1.531 4.919 2.488
H10 4.078 -0.254 -2.268
H11 -5.853 0.078 2.550
H12 0.164 -2.855 0.342
H13 -4.884 2.257 0.921
H14 2.827 -3.280 0.682
H15 -1.637 0.924 2.938
H16 -5.340 -4.731 0.780
H17 -3.784 2.363 2.283
H18 3.925 5.534 -1.005
H19 -2.998 -3.015 1.045
H20 -2.852 -2.926 -1.989
H21 2.179 4.264 0.192
H22 2.644 6.833 3.588
H23 -1.323 -1.400 1.078
H24 -0.137 0.795 2.096
H25 1.937 -1.029 2.388
H26 -1.383 -3.192 -1.110
H27 4.382 8.109 2.382
H28 -1.799 -0.829 -1.840
H29 6.685 -3.566 -3.014
H30 2.532 -2.633 2.779
H31 2.548 -1.061 -4.031
H32 0.866 -2.455 2.326
H33 -3.292 -0.819 -0.986
H34 2.906 -1.584 0.260
H35 -5.801 0.215 0.791
H36 0.684 -0.207 0.553
H37 6.140 -1.514 -1.749
H38 -3.067 -4.437 -0.036
H39 1.179 -3.462 -0.905
H40 1.563 -0.916 -1.462
H41 5.020 7.462 0.085
H42 -6.526 -3.615 0.495
H43 -5.590 -1.396 1.580

# C28H44BrN3NiP2

A molecular structure, C28H44BrN3NiP2 at a distorted geometry (ωB97M-V/def2-TZVPD, the OMol25 dataset).

**Net charge**: +2
**Gap between HOMO and LUMO (spin up / spin down)**: 5.1 / 3.7 eV
**E_tot**: -6022.02908 Ha
**Multiplicity**: 3
**E_LUMO (spin up / spin down)**: -0.2597 / -0.3154 Eh

Positions of all 79 atoms, in Å:
Br1 -1.625 -0.914 -1.156
Ni1 -0.570 -0.977 0.896
P1 -0.783 0.936 1.831
P2 -5.490 -0.035 -2.594
N1 -0.546 -2.513 2.229
N2 0.107 -4.489 2.973
N3 9.965 0.570 -2.072
C1 -0.539 -3.857 4.034
C2 5.974 -0.521 -0.976
C3 7.339 -0.156 -1.336
C4 0.086 -3.659 1.908
C5 7.717 1.202 -1.502
C6 1.077 -0.817 -0.132
C7 -0.939 -2.634 3.570
C8 9.639 -0.717 -1.924
C9 -6.783 -1.155 -0.418
C10 3.408 -1.087 0.196
C11 -1.626 1.610 4.482
C12 0.810 1.559 2.460
C13 -5.406 2.738 -2.928
C14 1.544 0.633 3.436
C15 -4.511 1.495 -2.824
C16 -2.008 0.911 3.183
C17 4.920 0.328 -1.100
C18 9.039 1.510 -1.868
C19 1.228 0.218 -1.047
C20 -1.433 2.176 0.643
C21 -5.560 -0.301 -0.791
C22 -4.754 -1.658 -4.756
C23 3.599 -0.031 -0.707
C24 2.520 0.649 -1.303
C25 8.347 -1.129 -1.552
C26 -4.447 -1.374 -3.280
C27 2.110 -1.500 0.496
C28 -0.470 3.255 0.166
H1 8.149 -2.196 -1.438
H2 4.272 -1.573 0.649
H3 -0.198 3.938 0.979
H4 -7.704 -0.776 -0.880
H5 5.018 1.290 -1.613
H6 0.551 -5.401 2.979
H7 7.020 2.023 -1.328
H8 1.940 -2.278 1.232
H9 -4.272 -2.592 -5.066
H10 -4.826 3.591 -3.293
H11 -6.656 -2.192 -0.745
H12 -5.833 3.016 -1.959
H13 -5.634 0.688 -0.314
H14 1.402 0.956 4.475
H15 -6.940 -1.162 0.666
H16 -4.624 -2.273 -2.672
H17 -1.481 -1.847 4.066
H18 -5.829 -1.759 -4.943
H19 1.239 -0.420 3.363
H20 0.519 -3.894 0.946
H21 0.614 2.546 2.910
H22 -6.237 2.584 -3.626
H23 -1.798 1.579 -0.207
H24 -2.909 1.366 2.753
H25 -3.801 1.568 -1.988
H26 2.720 1.464 -1.989
H27 5.827 -1.554 -0.658
H28 -4.373 -0.862 -5.404
H29 0.364 0.680 -1.525
H30 10.431 -1.458 -2.102
H31 -3.946 1.359 -3.758
H32 -2.508 1.667 5.130
H33 -0.957 3.848 -0.617
H34 2.621 0.667 3.226
H35 -4.616 -0.778 -0.489
H36 -0.641 -4.297 5.007
H37 0.451 2.841 -0.263
H38 9.360 2.550 -1.998
H39 -1.276 2.635 4.310
H40 -2.256 -0.144 3.363
H41 1.433 1.720 1.568
H42 -0.847 1.070 5.034
H43 -2.313 2.622 1.129
H44 -3.397 -1.079 -3.151